(1)
DFT (the ωB97M-V functional and the def2-TZVPD basis) results for one molecule with the formula C4H8O2 in a non-equilibrium geometry.

The value obtained for the energy above the lowest of the compared OMol25 structures with the same formula, charge and spin is 173.4 kJ/mol. For the largest force on an atom, the calculation gives 4.1 eV/A. The SMILES is CCC(=O)CO.

XYZ file:
```
14
Properties=species:S:1:pos:R:3:mulliken_charge:R:1
C 1.3474 0.3062 1.4774 -1.218
C 0.3601 0.7783 0.4504 -0.319
C -0.4148 -0.3200 -0.1920 0.625
O -0.7105 -1.3643 0.3614 -0.658
C -0.9281 -0.2686 -1.5379 -0.365
O -1.5819 -1.3776 -1.9359 -0.614
H 0.8361 -0.2419 2.2610 0.290
H 1.8933 1.1424 1.9188 0.362
H 2.0703 -0.3651 1.0323 0.335
H 0.8762 1.3451 -0.3244 0.302
H -0.3405 1.4723 0.9022 0.308
H -1.6444 0.6349 -1.2783 0.170
H -0.2151 0.1473 -2.2584 0.321
H -1.5480 -1.8890 -0.8766 0.462
```

(2)
DFT (the ωB97M-V functional and the def2-TZVPD basis) results for one molecule with the formula C24H28N2O6.

The value obtained for the energy above the lowest of the compared OMol25 structures with the same formula, charge and spin is 259.5 kJ/mol. For the largest force on an atom, the calculation gives 0.8 eV/A. The SMILES is COCCOC(=O)C1=C(C)N(Cc2ccccc2)C(=O)N[C@@H]1c1cccc(OC)c1OC.

XYZ file:
```
60
Properties=species:S:1:pos:R:3:mulliken_charge:R:1
C 4.0370 -5.4090 -1.1109 -0.772
O 2.8207 -4.7630 -1.3803 -0.293
C 1.9024 -4.8586 -0.3173 -0.560
C 0.6384 -4.0842 -0.6814 -0.722
O 0.8680 -2.6879 -0.7137 -0.018
C 0.8593 -2.0403 0.4745 0.408
O 0.6195 -2.6266 1.5128 -0.683
C 1.1487 -0.6235 0.2911 -0.586
C 1.1748 0.2986 1.2916 1.107
C 0.9243 -0.0526 2.7211 -1.944
N 1.4463 1.6197 1.0326 0.253
C 1.3663 2.6473 2.0618 -1.698
C -0.0534 3.0744 2.3376 0.685
C -0.6028 2.9806 3.6094 -0.283
C -1.9102 3.3749 3.8401 -0.664
C -2.6797 3.8681 2.8010 -0.512
C -2.1330 3.9788 1.5326 -0.572
C -0.8271 3.5860 1.3019 -0.271
C 1.7893 2.0747 -0.2413 0.445
O 2.0475 3.2425 -0.4549 -0.681
N 1.9073 1.1318 -1.1947 -0.158
C 1.3817 -0.2162 -1.1455 -0.151
C 0.1250 -0.3213 -1.9955 0.724
C 0.1732 -1.0005 -3.2047 -0.618
C -0.9468 -1.0984 -4.0078 -0.986
C -2.1159 -0.4644 -3.6345 -0.456
C -2.1818 0.2470 -2.4440 0.151
O -3.3774 0.8578 -2.1311 -0.552
C -3.3135 2.2596 -1.9310 -0.524
C -1.0669 0.2850 -1.5924 -0.221
O -1.1154 0.9386 -0.3762 0.711
C -2.0363 0.3861 0.5501 -0.906
H 4.6627 -5.2737 -1.9906 0.235
H 3.8863 -6.4810 -0.9301 0.302
H 4.5358 -4.9734 -0.2360 0.319
H 1.6389 -5.9119 -0.1321 0.468
H 2.3337 -4.4430 0.6053 0.354
H 0.3189 -4.3474 -1.6905 0.362
H -0.1449 -4.3121 0.0491 0.413
H 0.6987 -1.1091 2.8088 0.511
H 0.0872 0.5247 3.1069 0.294
H 1.8056 0.1656 3.3232 0.363
H 1.8570 2.3069 2.9747 0.412
H 1.9201 3.5039 1.6624 0.485
H -0.0045 2.6087 4.4299 0.417
H -2.3272 3.2963 4.8335 0.396
H -3.7000 4.1732 2.9804 0.408
H -2.7263 4.3789 0.7233 0.397
H -0.3944 3.6796 0.3180 0.405
H 2.1085 1.4958 -2.1150 0.326
H 2.1329 -0.8852 -1.5893 0.868
H 1.0943 -1.4801 -3.4987 0.435
H -0.9049 -1.6503 -4.9342 0.401
H -2.9976 -0.4999 -4.2554 0.529
H -2.5930 2.5350 -1.1585 -0.002
H -3.0487 2.7667 -2.8651 0.340
H -4.3141 2.5608 -1.6255 0.260
H -3.0386 0.2970 0.1260 0.424
H -1.6978 -0.6009 0.8819 0.180
H -2.0580 1.0701 1.3965 0.042
```

(3)
DFT (the ωB97M-V functional and the def2-TZVPD basis) results for one molecule with the formula C9H15PS in a non-equilibrium geometry.

The multiplicity is 3. For the largest force on an atom, the calculation gives 5.3 eV/A. The calculation puts the energy at -29695.79367 eV.

XYZ file:
```
26
Properties=species:S:1:pos:R:3:lowdin_spin:R:1
C -2.0544 -0.0720 1.9189 0.550
C -1.7761 1.3374 2.1115 0.088
C -1.5286 1.9642 0.6766 0.010
C 1.4634 -0.7941 -1.9054 0.002
C 1.5347 -2.0910 -1.0843 0.032
C -0.7405 1.0736 -0.3230 0.034
C 1.6942 0.3783 -1.0228 0.031
C 0.4468 -2.0907 0.0147 0.084
C 0.6929 0.6394 0.1940 0.068
P 0.7349 -0.8507 1.3222 0.683
S -3.1484 -1.1566 2.2217 0.349
H -2.6980 1.8553 2.5607 0.026
H -0.9365 1.4907 2.6543 0.002
H -2.4876 2.0496 0.3310 0.001
H -1.1905 2.8607 0.9190 0.001
H 2.1320 -0.8819 -2.7022 0.001
H 0.4891 -0.6822 -2.2441 0.000
H 1.5277 -2.9896 -1.7456 0.002
H 2.5672 -2.3007 -0.7195 0.003
H -1.3798 0.2173 -0.7130 0.004
H -0.5983 1.6682 -1.2189 0.002
H 2.6813 0.3143 -0.5050 0.007
H 1.6920 1.4207 -1.4506 0.003
H -0.5454 -1.8666 -0.4244 0.013
H 0.3149 -3.0179 0.4777 0.001
H 1.1129 1.5244 0.6566 0.002
```

(4)
DFT (the ωB97M-V functional and the def2-TZVPD basis) results for C24H60BF4N4Na4O12P as an isolated structure in a non-equilibrium geometry.

For the largest force on an atom, the calculation gives 3.1 eV/A. The calculation puts the energy at -94902.30259 eV.

XYZ file:
```
110
Properties=species:S:1:pos:R:3:mulliken_charge:R:1
Na -1.3777 3.6071 -1.5794 0.827
Na -1.5161 -0.0767 -3.7242 0.823
Na 1.1481 1.6457 -2.7396 0.832
Na -3.9879 1.7685 -1.9273 0.823
B -0.5646 0.7695 -0.6062 0.837
F -1.9606 0.9709 -0.8447 -0.354
F -0.4490 0.0066 0.5640 -0.345
F -0.1034 -0.0321 -1.6526 -0.388
F 0.1018 1.9735 -0.5631 -0.613
P -0.7527 2.8250 -4.2280 0.396
O -0.0273 1.5059 -4.6310 -0.598
O 0.1450 3.7114 -3.3149 -0.902
O -2.0343 2.3154 -3.3971 -0.697
O -1.2239 3.5929 -5.4277 -0.857
C 4.3914 5.9057 4.2810 -0.775
O 3.1450 5.6238 3.6634 -0.387
C 3.1936 5.4938 2.2619 -0.487
C 3.4802 4.0664 1.8218 -0.421
N 2.3575 3.1929 2.1835 0.057
C 2.4294 1.8554 1.5934 -0.333
C 3.7183 1.1063 1.8456 -0.608
O 3.8234 0.8678 3.2364 -0.305
C 5.1049 0.4113 3.6382 -0.801
H 4.5205 5.2186 5.1157 0.262
H 4.3925 6.9494 4.6027 0.268
H 5.2289 5.7679 3.5909 0.361
H 3.9573 6.1601 1.8295 0.438
H 2.2586 5.8678 1.8387 -0.066
H 4.3838 3.7486 2.3640 0.254
H 3.7196 4.0837 0.7558 0.434
H 2.4978 3.0334 3.1792 0.313
H 2.3059 1.9328 0.5072 -0.104
H 1.5702 1.2739 1.9315 0.175
H 4.5617 1.7385 1.5372 0.367
H 3.7560 0.1696 1.2740 0.479
H 5.8922 0.8604 3.0355 0.342
H 5.1025 -0.6832 3.6429 0.265
H 5.2056 0.6944 4.6887 0.255
C -6.1008 0.7814 0.5896 -0.877
O -4.7324 1.1369 0.6691 -0.010
C -4.4393 1.6551 1.9571 -1.107
C -3.0058 2.0405 2.1500 0.067
N -2.6732 3.3885 1.7102 -0.330
C -1.2486 3.6508 1.8439 -0.133
C -0.9179 5.1114 1.5235 -0.524
O -1.1799 5.3742 0.1535 -0.134
C -1.0290 6.7496 -0.1415 -0.847
H -6.2053 0.1584 -0.2999 0.216
H -6.7644 1.6478 0.5343 0.336
H -6.3648 0.1766 1.4623 0.345
H -4.6746 0.8976 2.7240 0.483
H -5.1224 2.4721 2.2365 0.389
H -2.3815 1.2996 1.6193 -0.158
H -2.7178 1.9155 3.1945 0.455
H -2.9399 3.4864 0.7378 0.263
H -0.6593 3.0274 1.1607 -0.241
H -0.8752 3.4665 2.8506 0.577
H 0.1225 5.2890 1.7990 0.025
H -1.6400 5.6747 2.1307 0.415
H -1.2848 6.9013 -1.1854 0.259
H -0.0133 7.0934 0.0719 0.267
H -1.7035 7.3296 0.5009 0.330
C -0.5754 -6.7282 -0.9682 -0.566
O -0.5379 -6.0886 0.2885 -0.185
C 0.3547 -6.7074 1.1801 -0.685
C 0.4921 -5.9320 2.4594 -0.643
N 1.4061 -4.7971 2.3750 -0.472
C 0.8216 -3.6437 1.6479 -0.692
C -0.4151 -3.0941 2.3352 0.065
O -0.2626 -2.9697 3.7153 -0.358
C -1.4499 -2.6050 4.3507 -0.599
H -1.0994 -6.0563 -1.6527 -0.020
H -1.1417 -7.6625 -0.9116 0.316
H 0.4295 -6.8627 -1.3806 0.340
H 1.3256 -6.9179 0.7125 0.367
H -0.0200 -7.7129 1.4568 0.435
H 0.9953 -6.6223 3.1521 0.452
H -0.4762 -5.7760 2.9550 0.299
H 1.5589 -4.4394 3.3124 0.370
H 0.6736 -3.9787 0.6226 0.178
H 1.5296 -2.8138 1.5631 0.306
H -1.2868 -3.7429 2.1364 0.307
H -0.6612 -2.1378 1.8460 0.138
H -1.7826 -1.5965 4.0409 0.115
H -1.2692 -2.6014 5.4200 0.279
H -2.2923 -3.2446 4.0462 0.314
C 2.6085 -4.2640 -6.2795 -0.823
O 1.6248 -3.3264 -5.9058 -0.312
C 2.0656 -2.3838 -4.9300 -0.674
C 0.9302 -1.3473 -4.7385 -0.011
N -0.4113 -1.8720 -4.9346 -0.312
C -0.7894 -2.9408 -3.9859 -0.559
C -2.2855 -3.0348 -3.7851 -0.772
O -2.6909 -1.9974 -2.8963 -0.157
C -3.9321 -2.1858 -2.2897 -0.602
H 2.1713 -5.2632 -6.2828 0.253
H 3.4408 -4.2906 -5.5677 0.360
H 3.0072 -4.0012 -7.2624 0.253
H 2.9579 -1.8838 -5.3191 0.478
H 2.3037 -2.9280 -4.0061 0.384
H 1.1065 -0.5964 -5.5045 0.475
H 1.0727 -0.9113 -3.7513 -0.387
H -0.3969 -2.3250 -5.8412 0.395
H -0.2524 -2.8044 -3.0450 0.264
H -0.4898 -3.9216 -4.3806 0.361
H -2.5544 -4.0124 -3.3730 0.542
H -2.7974 -2.9052 -4.7466 0.329
H -4.3769 -1.2309 -1.9970 -0.118
H -3.8244 -2.7282 -1.3359 0.270
H -4.6476 -2.7612 -2.8839 0.469
```